[1]
20
Properties=species:S:1:pos:R:3:lowdin_spin:R:1 method="wB97M-V/def2-TZVPD" spin_multiplicity=2 e_homo_ev="1.0 / -5.1" largest_force_ev_per_a=1.87 charge=-1 lumo_ev="3.4933 / 3.3914" s_squared=0.75 gap_ev="2.5 / 8.5"
C 3.17431 -1.63013 0.22760 0.016
C 1.88229 -1.36370 -0.49658 0.029
O 0.93269 -1.04307 0.37824 0.010
O 1.75330 -1.41539 -1.68965 0.010
H 3.03146 -2.28203 1.07304 0.001
H 3.56640 -0.66576 0.54762 0.007
H 3.87144 -2.01909 -0.50189 0.001
C -2.22366 0.22008 -1.25619 0.105
C -1.47654 1.17936 0.78232 0.242
N -1.33408 0.32385 -0.14013 0.014
N -0.64424 1.15369 1.87579 0.047
N -2.30661 2.29995 0.80506 0.147
H 0.01184 -0.82024 0.05848 0.001
H -2.04190 -0.69767 -1.82777 0.006
H -2.25835 1.10637 -1.88970 0.030
H 0.29339 0.79027 1.77137 0.023
H -0.86035 1.77240 2.63466 0.044
H -3.14162 2.29896 0.23912 0.083
H -1.74210 3.16256 0.72534 0.151
H -3.25633 0.11004 -0.92793 0.034

[2]
20
Properties=species:S:1:pos:R:3:mulliken_charge:R:1 method="wB97M-V/def2-TZVPD" e_homo_ev=-8.9 largest_force_ev_per_a=1.88 lumo_ev=0.8082 gap_ev=9.7
H 2.19668 -1.98876 -0.96197 0.183
N 1.88298 -1.10448 -0.59632 -0.593
C 1.78821 -0.82740 0.63129 0.442
N 2.26774 -1.60756 1.65352 -0.422
N 1.03159 0.25926 1.09498 -0.329
C 1.08037 1.45205 0.22002 -0.811
H 2.48010 -1.24439 2.56387 0.231
H 2.70340 -2.45604 1.33692 0.198
H 0.12211 -0.00598 1.43738 0.272
H 2.00877 1.91880 0.52478 0.292
H 0.21902 2.04319 0.47727 0.320
H 1.06956 1.20075 -0.82926 0.281
C -3.09873 0.67556 -0.51344 -0.888
C -2.10065 -0.22337 -1.22964 0.660
O -2.26481 -1.37906 -1.47004 -0.546
O -1.02230 0.54752 -1.49337 -0.447
H -3.38177 1.60428 -1.00970 0.297
H -2.68118 0.90815 0.46588 0.209
H -4.04196 0.15588 -0.43973 0.327
H -0.25912 0.07161 -1.86242 0.326

[3]
20
Properties=species:S:1:pos:R:3:mulliken_charge:R:1 method="wB97M-V/def2-TZVPD" e_homo_ev=-8.9 largest_force_ev_per_a=2.71 smiles="CN=C(N)N.CC(=O)O" lumo_ev=0.6000 gap_ev=9.5
C 0.35798 1.30250 1.88290 -0.741
N -0.97089 1.68059 1.50402 -0.491
C -1.87715 0.81190 1.34843 0.511
N -3.01735 1.27945 0.63534 -0.542
N -1.75427 -0.55333 1.62511 -0.474
H 0.95378 1.22887 0.95085 0.194
H 0.53966 0.28207 2.26377 0.311
H 0.82449 2.07965 2.46648 0.302
H -3.09415 2.27091 0.82890 0.284
H -3.90360 0.92159 0.99969 0.256
H -1.05124 -0.97269 1.03250 0.159
H -2.62212 -1.05983 1.59167 0.245
C 2.02744 -1.71839 -0.55454 -0.563
C 1.70774 -1.16048 -1.91068 0.663
O 1.40980 -1.65347 -2.94963 -0.529
O 2.06984 0.17332 -1.84448 -0.446
H 3.07413 -1.58121 -0.35008 0.288
H 1.70164 -2.75595 -0.47998 0.297
H 1.40460 -1.15995 0.14329 -0.040
H 2.00765 0.62856 -2.70347 0.315